1.
This record from OMol25 describes a 2-piece molecular cluster, C3H4F2Si overall at a distorted geometry. The level of theory is ωB97M-V/def2-TZVPD.

Positions of all 10 atoms, in Å:
C -1.936 -2.417 0.105
C -1.153 -1.548 -0.102
C 0.304 1.743 0.005
F 1.951 -0.340 -1.263
F 2.088 -0.409 1.265
Si 1.108 0.079 0.041
H -2.751 -3.067 -0.183
H -0.454 1.670 0.714
H 1.100 2.531 0.331
H -0.258 1.757 -0.912

The HOMO energy comes out at -9.65 eV. Its total energy is -16487.191 eV. The calculation puts the energy relative to the best compared isomer or geometry (same formula, charge and spin) at 3.514 eV.

=====

2.
This record from OMol25 describes C4H6O in the gas phase. The level of theory is ωB97M-V/def2-TZVPD.

Positions of all 11 atoms, in Å:
C -1.615 1.038 -0.658
O -0.575 1.009 0.298
C 1.577 -1.664 1.015
C 1.087 -0.624 0.398
C 0.576 0.433 -0.179
H -1.773 0.045 -1.098
H -1.406 1.756 -1.464
H -2.517 1.346 -0.126
H 2.242 -1.555 1.870
H 1.324 -2.675 0.704
H 1.045 0.914 -1.041

The HOMO energy comes out at -9.19 eV. The SMILES is C=C=COC. Its total energy is -6290.123 eV. The calculation puts the energy relative to the best compared isomer or geometry (same formula, charge and spin) at 1.795 eV.

=====

3.
This record from OMol25 describes C24H27F2N3O3 as an isolated structure at a distorted geometry. The level of theory is ωB97M-V/def2-TZVPD.

Positions of all 59 atoms, in Å:
C -7.059 -0.527 1.087
C -5.973 -0.908 -0.088
O -6.284 -1.124 -1.240
N -4.779 -0.865 0.282
H -4.544 -0.794 1.110
C -3.791 -1.300 -0.489
C -3.571 -0.286 -1.483
C -2.859 1.093 -1.208
C -1.548 1.369 -1.413
C -0.838 2.395 -0.754
C -1.665 3.483 0.092
C -3.058 3.127 0.197
C -3.544 1.754 -0.391
H -4.594 1.855 -0.056
F -3.685 3.837 0.953
F -1.077 4.314 0.762
H 0.201 2.492 -0.866
H -0.960 0.642 -1.883
H -4.347 0.180 -2.155
H -2.879 -0.545 -2.307
H -4.020 -2.173 -1.119
C -2.629 -1.270 0.521
O -2.554 -0.937 1.595
N -1.482 -1.822 -0.056
H -1.429 -1.897 -1.460
C -0.080 -2.010 0.473
C 0.628 -0.899 0.535
H 0.063 0.202 1.022
C 1.867 -0.972 1.373
N 2.731 -2.011 0.668
C 3.848 -1.676 -0.164
O 4.357 -2.721 -0.831
C 4.420 -0.354 -0.092
C 5.460 -0.206 0.661
C 5.993 1.126 0.649
C 5.543 2.372 -0.154
C 4.445 1.847 -1.170
C 3.865 0.594 -0.696
H 3.013 0.375 -1.587
H 3.889 2.715 -1.567
C 6.187 3.461 -0.087
H 6.714 3.654 -0.802
H 6.500 3.742 0.720
H 5.300 4.149 -0.432
H 6.768 1.489 1.201
H 6.059 -0.897 1.320
C 2.104 -3.359 0.605
C 0.817 -3.265 -0.134
H 0.187 -3.982 -0.259
H 0.749 -2.782 -1.164
H 2.704 -3.906 0.000
H 1.876 -3.551 1.536
H 2.717 0.047 1.187
H 1.817 -1.335 2.392
H 0.933 -0.434 -0.362
H -0.382 -2.226 1.718
H -7.079 -1.316 1.740
H -8.196 -0.517 0.646
H -6.849 0.552 1.427

The HOMO energy comes out at -8.65 eV. Its total energy is -41354.363 eV.

=====

4.
This record from OMol25 describes a 2-piece molecular cluster, C2H9N2S overall. The level of theory is ωB97M-V/def2-TZVPD.

Positions of all 14 atoms, in Å:
N 1.398 -2.444 0.658
C 0.765 -1.306 0.423
N 0.201 -0.597 1.356
H 1.509 -2.737 1.621
H 2.121 -2.768 0.032
H 0.732 -0.941 -0.596
H -0.391 0.216 1.107
H 0.346 -0.835 2.322
C -1.139 1.755 -1.631
S -1.670 1.793 0.116
H -0.150 1.317 -1.726
H -1.863 1.143 -2.163
H -1.118 2.747 -2.072
H -0.741 2.656 0.554

The HOMO energy comes out at -13.16 eV. Its total energy is -16029.260 eV. The calculation puts the energy relative to the best compared isomer or geometry (same formula, charge and spin) at 0.147 eV. Its net charge is +1.

=====

5.
This record from OMol25 describes C25H20N2O5 in the gas phase at a distorted geometry. The level of theory is ωB97M-V/def2-TZVPD.

Positions of all 52 atoms, in Å:
O -4.225 -2.073 1.598
C -4.215 -1.108 0.848
N -3.052 -0.474 0.536
C -2.816 0.499 -0.504
H -3.750 0.873 -0.910
H -2.257 1.340 -0.075
C -1.979 -0.138 -1.620
N -0.748 -0.668 -1.073
C 0.421 -0.081 -1.397
O 0.498 0.869 -2.155
C 1.673 -0.681 -0.815
C 2.629 0.084 -0.240
C 3.863 -0.549 0.167
C 4.892 0.133 0.824
C 6.050 -0.525 1.173
C 6.214 -1.878 0.885
C 5.205 -2.573 0.258
C 4.024 -1.920 -0.101
C 2.956 -2.691 -0.736
O 2.998 -3.868 -0.988
O 1.809 -2.011 -1.044
H 5.293 -3.625 0.032
H 7.129 -2.380 1.162
H 6.839 0.013 1.678
H 4.766 1.180 1.056
C 2.390 1.523 -0.021
C 1.321 1.938 0.766
C 1.078 3.284 0.962
C 1.899 4.230 0.372
C 2.965 3.823 -0.413
C 3.213 2.477 -0.608
H 4.031 2.159 -1.237
H 3.603 4.558 -0.881
H 1.707 5.282 0.521
H 0.246 3.597 1.575
H 0.689 1.196 1.234
C -0.967 -1.635 -0.023
H -0.023 -1.981 0.392
C -1.820 -1.001 1.084
H -2.079 -1.748 1.836
H -1.268 -0.180 1.555
H -1.500 -2.496 -0.440
H -1.718 0.606 -2.374
H -2.541 -0.956 -2.084
C -5.497 -0.618 0.315
C -6.697 -1.278 0.425
C -7.669 -0.444 -0.164
C -7.001 0.666 -0.584
O -5.694 0.573 -0.303
H -7.331 1.559 -1.077
H -8.717 -0.640 -0.259
H -6.839 -2.238 0.875

The HOMO energy comes out at -8.61 eV. The SMILES is O=C(c1ccco1)N1CCN(C(=O)c2oc(=O)c3ccccc3c2-c2ccccc2)CC1. Its total energy is -39467.734 eV. The calculation puts the energy relative to the best compared isomer or geometry (same formula, charge and spin) at 0.398 eV.

=====

6.
This record from OMol25 describes C24H28N6O6S3Tl as an isolated structure. The level of theory is ωB97M-V/def2-TZVPD.

Positions of all 68 atoms, in Å:
Tl 1.331 -0.061 1.048
C 0.679 3.470 2.023
C 0.134 3.318 0.610
N 0.951 2.427 -0.213
C 2.331 2.801 -0.462
C 4.203 1.763 0.704
N 3.767 1.390 2.028
C 3.436 2.441 2.984
C 2.070 2.246 3.634
N 0.996 2.187 2.645
H 1.587 4.073 2.002
H -0.039 4.050 2.614
H -0.868 2.884 0.650
H 0.026 4.320 0.175
H 0.474 2.224 -1.082
H 2.464 3.135 -1.493
H 2.624 3.613 0.207
H 4.963 1.057 0.376
H 4.632 2.774 0.689
H 4.364 0.684 2.428
H 4.187 2.509 3.776
H 3.472 3.401 2.464
H 2.073 1.301 4.182
H 1.918 3.044 4.375
H 0.164 1.781 3.057
O 1.502 -2.340 -1.203
S 2.024 -2.237 -2.522
O 2.960 -3.164 -3.041
O 2.641 -0.722 -2.562
C 0.769 -1.917 -3.713
C -0.296 -2.755 -3.987
C -1.169 -2.371 -4.997
C -0.990 -1.179 -5.689
C 0.078 -0.339 -5.399
C 0.953 -0.739 -4.407
S 2.413 0.128 -3.954
O 3.469 -0.177 -4.846
O 2.114 1.451 -3.534
O 3.184 1.683 -0.279
H -0.444 -3.675 -3.438
H -2.007 -3.009 -5.240
H -1.688 -0.902 -6.467
H 0.227 0.589 -5.933
N -3.186 -1.725 1.092
C -3.515 -1.805 -0.279
C -4.320 -2.834 -0.736
C -4.683 -2.896 -2.074
C -4.229 -1.935 -2.961
C -3.394 -0.921 -2.505
C -3.040 -0.851 -1.169
S -2.016 0.470 -0.601
N -1.550 -0.028 0.950
C -2.159 -0.957 1.577
C -1.762 -1.234 2.996
C -2.679 -1.728 3.914
C -2.260 -1.952 5.217
C -0.946 -1.681 5.551
C -0.109 -1.178 4.566
N -0.500 -0.949 3.317
H -3.456 -2.518 1.649
H -4.682 -3.583 -0.041
H -5.330 -3.692 -2.418
H -4.523 -1.964 -4.001
H -3.025 -0.167 -3.190
H -3.711 -1.900 3.638
H -2.954 -2.326 5.956
H -0.572 -1.848 6.551
H 0.928 -0.953 4.792

The HOMO energy comes out at -10.12 eV. Its total energy is -83761.282 eV. Its net charge is +1.

=====

7.
This record from OMol25 describes C3H2N2O2 in the gas phase at a distorted geometry. The level of theory is ωB97M-V/def2-TZVPD.

Positions of all 9 atoms, in Å:
O 0.688 -0.082 2.405
C -0.051 -0.709 1.685
C -0.093 -0.201 0.211
N -0.688 -0.550 -0.891
C -0.225 0.391 -1.783
N 0.598 1.261 -1.271
O 0.695 0.882 0.043
H -0.419 -1.424 2.431
H -0.506 0.431 -2.830

The HOMO energy comes out at -10.75 eV. The SMILES is O=Cc1ncno1. Its total energy is -10215.558 eV. The calculation puts the energy relative to the best compared isomer or geometry (same formula, charge and spin) at 2.631 eV.

=====

8.
This record from OMol25 describes a 11-piece molecular cluster, C34H53F6N3O12P overall at a distorted geometry. The level of theory is ωB97M-V/def2-TZVPD.

Positions of all 109 atoms, in Å:
P -0.189 0.440 -0.492
F 1.151 0.728 0.425
F -0.677 -0.666 0.628
F -0.892 1.594 0.426
F -1.577 0.105 -1.365
F 0.466 1.469 -1.650
F 0.553 -0.816 -1.230
O -2.429 2.069 4.685
C -2.947 1.524 3.715
O -4.013 2.079 3.126
C -4.564 1.304 2.097
C -3.524 0.198 1.832
C -2.514 0.326 2.988
H -4.631 1.927 1.205
H -5.568 1.027 2.421
H -3.193 0.177 0.794
H -3.975 -0.784 1.980
H -1.483 0.448 2.654
H -2.608 -0.520 3.670
O -4.799 0.634 -1.405
C -4.146 1.611 -1.694
O -3.931 2.647 -0.831
C -2.915 3.518 -1.365
C -2.984 3.287 -2.834
C -3.479 1.880 -3.007
H -1.906 3.274 -1.032
H -3.063 4.548 -1.040
H -2.066 3.441 -3.401
H -3.781 3.956 -3.160
H -2.675 1.159 -3.158
H -4.269 1.814 -3.755
O 1.346 -5.830 -2.308
C 0.284 -5.277 -2.119
O -0.827 -5.628 -2.810
C -1.957 -4.903 -2.317
C -1.418 -3.767 -1.477
C -0.071 -4.309 -1.030
H -2.565 -5.620 -1.765
H -2.577 -4.461 -3.096
H -2.088 -3.386 -0.707
H -1.184 -2.844 -2.008
H -0.254 -4.925 -0.149
H 0.706 -3.572 -0.826
O -2.962 -4.897 1.090
C -2.346 -4.593 2.105
O -2.045 -5.527 3.048
C -1.578 -4.896 4.232
C -1.727 -3.408 3.961
C -1.868 -3.226 2.493
H -0.510 -5.077 4.349
H -2.147 -5.227 5.101
H -0.906 -2.780 4.306
H -2.600 -3.131 4.552
H -0.923 -3.064 1.974
H -2.677 -2.566 2.183
O 5.960 5.071 -1.895
C 5.234 4.497 -1.136
O 4.004 4.334 -1.342
C 3.418 3.413 -0.427
C 4.674 2.772 0.257
C 5.643 3.917 0.197
H 2.744 2.675 -0.861
H 2.893 4.031 0.302
H 4.922 1.852 -0.273
H 4.411 2.492 1.277
H 6.689 3.619 0.269
H 5.537 4.700 0.948
C 0.609 4.644 -2.510
O 0.877 5.891 -1.915
H 1.521 4.113 -2.781
H 0.065 4.029 -1.793
H -0.001 4.756 -3.406
H 0.364 6.030 -1.116
C 1.615 2.519 3.117
O 1.749 3.882 3.307
H 2.017 2.279 2.133
H 2.161 1.927 3.852
H 0.557 2.258 3.138
H 2.669 4.121 3.167
N -0.697 -0.020 -4.384
C -1.569 -0.607 -5.291
C -1.936 0.303 -6.229
C -1.173 1.439 -6.004
C -0.453 1.259 -4.855
H -0.322 -0.466 -3.559
H -1.891 -1.630 -5.170
H -2.677 0.117 -6.993
H -1.276 2.325 -6.612
H 0.204 1.935 -4.327
N 3.336 -1.241 -0.734
C 3.753 -2.383 -1.443
C 4.889 -2.865 -0.841
C 5.160 -2.126 0.293
C 4.054 -1.252 0.419
H 2.481 -0.722 -0.877
H 3.246 -2.688 -2.347
H 5.475 -3.704 -1.187
H 5.917 -2.306 1.042
H 3.860 -0.459 1.126
N 0.919 -1.184 2.628
C 1.641 -2.373 2.681
C 2.204 -2.522 3.949
C 1.683 -1.451 4.667
C 0.903 -0.617 3.850
H 0.546 -0.769 1.786
H 1.904 -2.951 1.807
H 2.828 -3.358 4.227
H 1.780 -1.283 5.729
H 0.398 0.296 4.131

The HOMO energy comes out at -5.92 eV. Its total energy is -90759.784 eV. The calculation puts the energy relative to the best compared isomer or geometry (same formula, charge and spin) at 0.062 eV. Its net charge is -1.

=====

9.
This record from OMol25 describes C5H5NOS in the gas phase at a distorted geometry. The level of theory is ωB97M-V/def2-TZVPD.

Positions of all 13 atoms, in Å:
C -0.296 1.120 -0.418
C -0.142 -0.293 -1.044
C -0.478 0.442 0.874
C 0.827 -0.323 1.036
C 1.194 -0.715 -0.391
H -0.385 -0.496 -2.124
H -2.091 -0.124 -0.477
H -1.025 0.846 1.684
H 1.016 -0.850 1.889
H 1.720 -1.718 -0.467
N -1.214 -0.599 0.007
O 1.917 0.264 0.324
S -1.043 2.445 -0.893

The HOMO energy comes out at -8.62 eV. The SMILES is S=C1[C@H]2N[C@@H]1[C@H]1O[C@H]12. Its total energy is -19634.403 eV. The calculation puts the energy relative to the best compared isomer or geometry (same formula, charge and spin) at 4.589 eV.

=====

10.
This record from OMol25 describes a 10-piece molecular cluster, C41H68Cl2F2O21 overall at a distorted geometry. The level of theory is ωB97M-V/def2-TZVPD.

Positions of all 134 atoms, in Å:
C 7.419 -1.041 -2.619
Cl 8.100 -1.535 -4.184
Cl 7.553 0.648 -2.292
H 6.354 -1.263 -2.682
H 7.957 -1.597 -1.851
C 8.030 1.950 6.026
C 7.549 1.939 4.546
O 6.226 2.491 4.527
C 5.100 1.774 4.304
O 5.053 0.550 4.493
O 4.119 2.549 3.884
C 2.835 1.951 3.518
H 8.010 2.944 6.474
H 9.073 1.685 6.200
H 7.438 1.313 6.682
H 7.487 0.884 4.279
H 8.159 2.494 3.833
H 2.143 1.573 4.271
H 2.861 1.221 2.709
H 2.315 2.696 2.916
C -4.814 0.144 0.092
C -6.210 0.238 0.535
O -6.959 -0.208 -0.603
C -7.821 0.650 -1.101
O -8.280 1.704 -0.630
O -8.150 0.121 -2.287
C -9.178 0.702 -3.086
H -4.821 -0.473 -0.807
H -4.150 -0.380 0.779
H -4.328 1.045 -0.283
H -6.391 1.140 1.119
H -6.400 -0.591 1.217
H -10.190 0.743 -2.683
H -9.189 0.016 -3.933
H -8.943 1.741 -3.317
C -2.001 -3.543 -0.421
C -3.454 -4.170 -0.556
O -4.162 -3.834 0.610
C -5.511 -3.965 0.567
O -6.177 -4.609 -0.244
O -6.062 -3.234 1.564
C -7.414 -2.991 1.522
H -1.513 -3.375 -1.381
H -1.277 -4.232 0.013
H -2.033 -2.702 0.273
H -3.579 -5.248 -0.658
H -3.890 -3.531 -1.325
H -7.605 -2.626 0.513
H -7.456 -2.142 2.203
H -7.961 -3.815 1.981
C -0.796 -3.266 3.315
C -2.261 -2.909 3.599
O -2.443 -1.583 3.333
C -2.054 -0.572 4.152
O -1.487 -0.659 5.229
O -2.266 0.604 3.535
C -2.168 1.902 4.217
H -0.642 -4.343 3.372
H -0.010 -2.765 3.881
H -0.591 -3.121 2.254
H -2.503 -3.211 4.618
H -2.975 -3.454 2.982
H -2.446 2.755 3.597
H -1.253 1.990 4.803
H -2.919 1.925 5.007
C 6.363 3.265 1.197
C 5.340 4.287 0.952
O 4.752 4.051 -0.370
C 5.162 4.765 -1.386
O 6.167 5.420 -1.492
O 4.103 4.784 -2.134
C 4.099 5.693 -3.282
H 5.942 2.262 1.274
H 6.831 3.435 2.167
H 7.146 3.236 0.439
H 5.575 5.344 1.080
H 4.494 4.148 1.624
H 4.993 5.705 -3.906
H 3.967 6.731 -2.977
H 3.343 5.383 -4.003
C -1.123 1.416 0.170
C -0.248 0.182 -0.164
O 1.022 0.615 0.321
C 1.968 -0.152 -0.057
O 1.952 -1.154 -0.763
O 3.001 0.294 0.574
C 4.251 -0.265 0.298
H -0.661 2.317 -0.234
H -1.279 1.496 1.246
H -1.989 1.330 -0.486
H -0.464 0.060 -1.225
H -0.601 -0.770 0.234
H 4.440 -0.160 -0.771
H 4.227 -1.347 0.427
H 5.095 0.247 0.759
C -4.335 0.978 -3.106
C -4.289 -0.419 -3.773
O -3.026 -0.545 -4.397
C -1.911 -0.966 -3.666
O -2.015 -1.140 -2.448
O -0.839 -1.176 -4.503
C 0.458 -1.617 -3.952
H -3.496 1.079 -2.418
H -5.294 1.124 -2.609
H -4.168 1.707 -3.898
H -5.045 -0.508 -4.553
H -4.537 -1.206 -3.062
H 1.160 -0.839 -3.653
H 0.939 -2.341 -4.609
H 0.417 -2.204 -3.034
F 2.374 -6.605 0.139
C 2.364 -5.615 1.087
C 2.382 -4.267 0.756
C 2.468 -3.324 1.806
C 2.688 -3.702 3.077
C 2.603 -5.097 3.397
C 2.425 -6.044 2.419
H 2.304 -3.824 -0.226
H 2.525 -2.304 1.457
H 2.815 -2.927 3.818
H 2.612 -5.333 4.451
H 2.296 -7.088 2.664
F -2.357 4.310 -3.515
C -1.760 3.511 -4.399
C -0.675 2.745 -3.949
C 0.057 1.980 -4.872
C -0.353 1.916 -6.225
C -1.592 2.446 -6.635
C -2.191 3.359 -5.691
H -0.173 2.876 -3.002
H 0.956 1.486 -4.533
H 0.216 1.423 -6.999
H -1.870 2.432 -7.678
H -3.051 4.007 -5.775

The HOMO energy (spin up / spin down) comes out at 0.50 / -7.30 eV. Its total energy is -117092.560 eV. Its net charge is -1. Its spin multiplicity is 2.

=====

11.
This record from OMol25 describes C4H2OS in the gas phase at a distorted geometry. The level of theory is ωB97M-V/def2-TZVPD.

Positions of all 8 atoms, in Å:
C -0.031 -1.280 -1.658
C -0.166 -0.036 -0.711
C -0.254 0.712 0.265
C -0.083 1.117 1.600
H 0.686 -1.336 -2.540
H -0.248 0.590 2.473
O -0.371 -2.417 -1.181
S 0.466 2.649 1.753

The HOMO energy comes out at -9.26 eV. The SMILES is O=CC#CC=S. Its total energy is -17058.591 eV. The calculation puts the energy relative to the best compared isomer or geometry (same formula, charge and spin) at 1.185 eV.

=====

12.
This record from OMol25 describes C5H8 in the gas phase. The level of theory is ωB97M-V/def2-TZVPD.

Positions of all 13 atoms, in Å:
C -2.134 0.258 -0.273
C -1.240 -0.417 0.772
C 0.174 -0.263 0.415
C 1.307 -0.085 0.045
C 2.685 0.125 -0.398
H -1.895 1.324 -0.342
H -3.194 0.155 -0.019
H -1.963 -0.185 -1.260
H -1.490 -1.482 0.849
H -1.420 0.019 1.762
H 3.396 -0.057 0.419
H 2.938 -0.547 -1.227
H 2.835 1.154 -0.744

The HOMO energy comes out at -9.38 eV. The SMILES is CC#CCC. Its total energy is -5313.117 eV. The calculation puts the energy relative to the best compared isomer or geometry (same formula, charge and spin) at 1.050 eV.